1.
The following is a quantum chemistry calculation of a structure of composition C44H116F3N10O12Sr, from OMol25.

Computed properties:
Net charge: +1

Positions of all 186 atoms, in Å:
Sr  -17.894  -15.010  -14.654
C  -13.810  -13.153  -11.105
O  -13.534  -14.376  -10.434
O  -14.471  -13.541  -12.306
C  -14.265  -12.011  -10.112
F  -13.336  -11.326  -9.508
F  -15.027  -11.169  -10.776
F  -14.929  -12.634  -9.081
C  -12.313  -14.482  -9.666
C  -12.050  -15.927  -9.584
H  -11.085  -16.029  -9.088
H  -12.747  -16.397  -8.891
H  -12.091  -16.458  -10.536
H  -12.582  -14.084  -8.688
H  -11.453  -13.922  -10.033
H  -12.828  -12.759  -11.365
C  -16.042  -14.698  -20.185
C  -14.978  -14.138  -19.268
C  -14.070  -13.125  -20.024
O  -13.125  -12.680  -19.024
C  -12.343  -11.544  -19.463
N  -15.602  -13.457  -18.111
H  -15.635  -15.176  -21.076
H  -16.754  -14.003  -20.629
H  -16.679  -15.396  -19.642
H  -14.301  -14.911  -18.902
H  -14.688  -12.283  -20.332
H  -13.637  -13.508  -20.948
H  -11.695  -11.298  -18.622
H  -13.012  -10.724  -19.722
H  -11.676  -11.787  -20.291
H  -16.216  -12.711  -18.405
H  -14.708  -13.087  -17.820
C  -15.735  -20.397  -13.639
C  -16.634  -19.256  -13.514
C  -16.569  -18.629  -12.099
O  -17.480  -17.567  -11.947
C  -17.650  -17.225  -10.635
N  -16.398  -18.393  -14.706
H  -15.972  -21.344  -13.155
H  -14.750  -20.063  -13.310
H  -15.642  -20.691  -14.684
H  -17.674  -19.583  -13.518
H  -15.553  -18.315  -11.861
H  -16.888  -19.401  -11.399
H  -16.749  -16.958  -10.083
H  -18.066  -18.072  -10.089
H  -18.314  -16.366  -10.534
H  -16.587  -19.010  -15.482
H  -15.420  -18.140  -14.704
C  -9.966  -15.873  -16.271
C  -10.932  -17.058  -16.577
C  -10.358  -18.477  -16.459
O  -9.407  -18.542  -17.472
C  -9.966  -18.981  -18.757
N  -12.027  -16.877  -15.620
H  -9.222  -15.902  -17.067
H  -9.600  -16.046  -15.259
H  -10.439  -14.894  -16.344
H  -11.285  -17.016  -17.608
H  -11.166  -19.200  -16.567
H  -9.931  -18.636  -15.469
H  -10.537  -18.121  -19.106
H  -10.556  -19.897  -18.731
H  -9.068  -19.031  -19.374
H  -11.835  -16.973  -14.633
H  -12.272  -15.899  -15.677
C  -20.865  -9.824  -14.896
C  -20.352  -11.161  -14.252
C  -21.423  -12.227  -13.912
O  -20.857  -13.405  -13.222
C  -21.894  -14.290  -12.837
N  -19.406  -11.689  -15.198
H  -21.443  -9.968  -15.809
H  -19.930  -9.320  -15.142
H  -21.521  -9.311  -14.192
H  -19.708  -10.932  -13.403
H  -22.029  -12.510  -14.772
H  -22.139  -11.723  -13.263
H  -21.501  -15.097  -12.218
H  -22.288  -14.791  -13.721
H  -22.752  -13.737  -12.456
H  -18.823  -10.955  -15.572
H  -19.966  -11.846  -16.023
C  -17.622  -8.524  -21.054
C  -17.860  -7.478  -19.962
C  -16.823  -7.464  -18.774
O  -16.806  -8.625  -18.017
C  -15.710  -8.723  -17.214
N  -18.188  -6.185  -20.557
H  -16.626  -8.445  -21.491
H  -18.314  -8.472  -21.894
H  -17.805  -9.490  -20.583
H  -18.779  -7.794  -19.470
H  -17.170  -6.672  -18.109
H  -15.809  -7.232  -19.099
H  -15.877  -9.622  -16.621
H  -15.609  -7.918  -16.486
H  -14.754  -8.894  -17.709
H  -17.452  -5.933  -21.202
H  -18.938  -6.431  -21.188
C  -5.600  -18.417  -1.337
C  -5.636  -19.735  -2.088
C  -5.551  -19.622  -3.606
O  -6.696  -18.887  -4.113
C  -6.531  -18.434  -5.410
N  -4.697  -20.581  -1.479
H  -5.774  -18.588  -0.275
H  -6.255  -17.645  -1.741
H  -4.602  -18.040  -1.560
H  -6.592  -20.193  -1.835
H  -5.708  -20.587  -4.089
H  -4.601  -19.271  -4.009
H  -7.423  -17.868  -5.680
H  -6.318  -19.335  -5.985
H  -5.596  -17.891  -5.547
H  -4.472  -21.315  -2.136
H  -3.820  -20.081  -1.495
C  -15.129  -14.347  -4.207
C  -13.948  -14.524  -3.212
C  -12.782  -13.511  -3.441
O  -11.828  -13.368  -2.401
C  -10.917  -14.463  -2.340
N  -14.487  -14.303  -1.963
H  -15.856  -15.155  -4.116
H  -14.609  -14.395  -5.164
H  -15.750  -13.455  -4.125
H  -13.556  -15.541  -3.236
H  -13.264  -12.577  -3.730
H  -12.310  -13.779  -4.387
H  -10.392  -14.616  -3.283
H  -11.504  -15.373  -2.216
H  -10.376  -14.368  -1.398
H  -13.648  -14.293  -1.400
H  -14.811  -13.346  -1.958
C  -11.732  -23.872  -6.349
C  -11.245  -22.351  -6.164
C  -12.231  -21.363  -5.484
O  -13.384  -21.203  -6.319
C  -14.286  -20.134  -5.963
N  -9.864  -22.406  -5.816
H  -12.708  -23.973  -6.824
H  -11.831  -24.496  -5.461
H  -11.031  -24.420  -6.980
H  -11.191  -22.060  -7.213
H  -11.751  -20.385  -5.479
H  -12.397  -21.796  -4.497
H  -14.762  -20.398  -5.019
H  -15.068  -19.933  -6.695
H  -13.746  -19.207  -5.770
H  -9.831  -22.836  -4.902
H  -9.462  -21.498  -5.629
C  -8.967  -6.982  -16.426
C  -8.336  -7.437  -15.141
C  -9.287  -7.176  -13.961
O  -8.660  -7.647  -12.804
C  -9.393  -7.394  -11.617
N  -8.277  -8.909  -15.305
H  -9.963  -7.394  -16.585
H  -8.521  -7.382  -17.336
H  -9.026  -5.913  -16.631
H  -7.422  -6.900  -14.885
H  -10.248  -7.689  -14.008
H  -9.392  -6.093  -13.905
H  -10.390  -7.833  -11.645
H  -9.421  -6.338  -11.348
H  -8.840  -8.023  -10.919
H  -8.285  -9.199  -14.338
H  -9.198  -9.215  -15.585
C  -20.743  -10.937  -7.718
C  -20.632  -9.663  -6.883
C  -22.011  -8.878  -6.912
O  -23.053  -9.470  -6.104
C  -23.634  -8.484  -5.271
N  -20.328  -9.966  -5.539
H  -20.997  -10.876  -8.776
H  -21.596  -11.511  -7.356
H  -19.904  -11.608  -7.535
H  -19.941  -9.014  -7.421
H  -22.438  -9.005  -7.907
H  -21.852  -7.811  -6.760
H  -22.957  -8.071  -4.523
H  -24.525  -8.981  -4.888
H  -24.023  -7.662  -5.872
H  -21.031  -10.438  -4.988
H  -19.577  -10.639  -5.608

2.
The following is a quantum chemistry calculation of the ion C16H28ClINO2 with charge +1, from OMol25.

Computed properties:
Net charge: +1
Structure (SMILES): C=C[C@@H]1[C@@H](CCCC)[C@H](I)[N@@H+](CCCCl)[C@@H]1CCC(=O)O

Positions of all 49 atoms, in Å:
C  0.998  -1.368  3.716
C  0.296  -0.357  2.834
C  -0.054  -0.717  1.250
C  1.399  -1.117  0.585
C  1.123  -2.623  -0.054
C  0.320  -2.600  -1.485
C  -0.457  -4.012  -1.852
C  -1.614  -4.447  -0.774
C  1.705  0.137  -0.426
I  3.862  0.467  -0.569
N  0.806  1.270  0.113
C  0.866  2.542  -0.704
C  2.018  3.623  -0.167
C  3.113  4.007  -1.370
Cl  4.830  4.083  -0.604
C  -0.542  0.558  0.285
C  -1.768  1.339  1.042
C  -2.744  2.221  0.064
C  -4.170  1.513  -0.324
O  -4.920  2.150  -1.266
O  -4.697  0.245  0.201
H  1.931  -1.073  4.396
H  0.648  -2.487  3.708
H  0.066  0.687  3.342
H  -0.855  -1.550  1.028
H  2.361  -1.130  1.285
H  0.534  -3.226  0.779
H  2.157  -3.202  -0.190
H  1.155  -2.472  -2.329
H  -0.384  -1.659  -1.606
H  0.306  -4.917  -1.985
H  -1.015  -3.841  -2.890
H  -1.733  -5.630  -0.871
H  -1.346  -4.245  0.348
H  -2.612  -3.900  -1.102
H  1.334  0.056  -1.540
H  1.287  1.511  1.006
H  -0.164  3.099  -0.566
H  0.963  2.346  -1.877
H  1.466  4.650  0.079
H  2.538  3.288  0.827
H  2.920  5.104  -1.799
H  3.051  3.288  -2.292
H  -0.885  0.316  -0.809
H  -1.320  1.981  1.941
H  -2.427  0.499  1.577
H  -2.938  3.261  0.612
H  -2.217  2.492  -0.973
H  -5.193  -0.161  -0.596

3.
The following is a quantum chemistry calculation of a structure of composition C46H48N9PS4TeTl, from OMol25.

Computed properties:
Net charge: +1

Positions of all 110 atoms, in Å:
Tl  1.536  -0.038  -0.288
C  3.159  3.896  3.923
C  3.960  3.318  2.820
N  5.238  3.427  2.662
N  5.508  2.731  1.522
C  4.423  2.189  0.947
S  4.332  1.360  -0.504
N  3.414  2.553  1.811
N  2.080  2.208  1.641
H  3.790  4.566  4.501
H  2.783  3.113  4.585
H  2.308  4.455  3.531
H  6.447  2.688  1.162
H  1.688  1.903  2.528
H  1.531  2.973  1.249
C  -2.049  2.145  5.525
C  -0.740  1.736  5.305
C  -0.404  1.123  4.112
C  -1.364  0.890  3.125
C  -2.675  1.284  3.365
C  -3.009  1.918  4.555
P  -0.792  0.023  1.614
C  -2.321  -0.426  0.731
C  -3.050  0.609  0.147
C  -4.155  0.341  -0.645
C  -4.542  -0.973  -0.864
C  -3.829  -2.008  -0.279
C  -2.723  -1.739  0.513
C  -0.216  -1.538  2.376
C  -1.040  -2.152  3.290
C  -0.643  -3.297  3.996
C  0.612  -3.795  3.806
C  1.506  -3.188  2.895
C  2.819  -3.703  2.762
C  3.712  -3.128  1.914
C  3.303  -2.038  1.118
C  2.035  -1.533  1.194
C  1.094  -2.060  2.128
H  -2.318  2.630  6.454
H  0.014  1.892  6.064
H  0.619  0.773  3.971
H  -3.447  1.105  2.631
H  -4.031  2.227  4.721
H  -2.765  1.639  0.323
H  -4.709  1.162  -1.078
H  -5.409  -1.188  -1.475
H  -4.139  -3.034  -0.430
H  -2.183  -2.557  0.968
H  -2.017  -1.731  3.488
H  -1.322  -3.758  4.700
H  0.952  -4.659  4.361
H  3.100  -4.554  3.369
H  4.723  -3.502  1.833
H  4.023  -1.599  0.435
S  -3.944  4.611  -0.992
C  -2.403  4.050  -0.866
S  -1.651  3.125  -2.142
C  -0.296  2.796  -1.109
N  -0.376  3.346  0.048
N  -1.531  4.069  0.185
C  -1.627  4.833  1.387
C  -1.029  4.323  2.531
C  -1.069  5.047  3.709
C  -1.701  6.280  3.752
C  -2.285  6.786  2.601
C  -2.252  6.072  1.414
S  1.092  1.960  -1.753
H  -0.553  3.351  2.499
H  -0.615  4.637  4.600
H  -1.735  6.844  4.673
H  -2.773  7.750  2.618
H  -2.705  6.483  0.527
C  3.156  -3.173  -3.654
Te  3.542  -1.324  -2.648
C  2.310  -0.427  -4.153
C  1.920  -1.532  -5.099
C  1.139  -1.245  -6.217
C  0.764  -2.250  -7.091
C  1.180  -3.556  -6.863
C  1.958  -3.846  -5.758
C  2.324  -2.841  -4.864
H  2.652  -3.875  -2.990
H  4.116  -3.602  -3.936
H  2.861  0.369  -4.650
H  1.436  0.003  -3.668
H  0.828  -0.225  -6.401
H  0.163  -2.014  -7.959
H  0.901  -4.344  -7.550
H  2.282  -4.863  -5.578
C  -0.283  -4.260  -3.186
N  -0.371  -3.253  -2.141
C  0.311  -3.554  -0.900
C  -0.693  -1.964  -2.417
N  -0.266  -0.997  -1.649
N  -1.496  -1.751  -3.505
C  -2.590  -2.660  -3.816
C  -1.664  -0.404  -4.012
H  0.651  -4.812  -3.070
H  -0.277  -3.789  -4.166
H  -1.108  -4.974  -3.134
H  0.170  -4.610  -0.672
H  -0.110  -2.962  -0.094
H  1.386  -3.340  -0.955
H  -0.777  -0.143  -1.847
H  -2.720  -3.381  -3.014
H  -2.426  -3.193  -4.755
H  -3.512  -2.083  -3.901
H  -0.720  0.139  -3.970
H  -2.424  0.155  -3.452
H  -1.977  -0.461  -5.053

4.
The following is a quantum chemistry calculation of the molecule C48H72O14, from OMol25.

Positions of all 134 atoms, in Å:
C  -2.426  -0.773  -5.359
H  -2.226  -1.402  -4.494
H  -1.881  -1.180  -6.208
H  -3.489  -0.829  -5.583
C  -1.995  0.666  -5.094
H  -0.908  0.711  -5.015
H  -2.298  1.280  -5.940
C  -2.578  1.223  -3.790
C  -4.083  1.457  -3.876
H  -4.601  0.513  -4.021
H  -4.332  2.113  -4.707
H  -4.452  1.906  -2.956
H  -2.397  0.467  -3.016
C  -1.851  2.490  -3.290
C  -2.181  3.840  -3.956
C  -1.320  4.868  -3.276
C  -0.188  4.552  -2.673
H  0.424  5.283  -2.169
C  0.327  3.132  -2.604
O  -0.452  2.254  -3.374
C  1.752  3.086  -3.192
C  2.474  1.790  -2.842
C  2.404  1.555  -1.334
C  0.967  1.622  -0.807
O  0.311  2.812  -1.225
C  0.173  0.342  -1.126
C  -1.095  0.311  -0.335
C  -1.572  -0.656  0.439
C  -2.859  -0.482  1.189
H  -2.643  -0.455  2.255
H  -3.532  -1.317  1.006
H  -3.350  0.444  0.903
C  -0.898  -1.996  0.642
H  0.170  -1.924  0.395
C  -1.551  -3.066  -0.265
C  -1.396  -2.669  -1.709
C  -0.303  -2.646  -2.476
C  1.040  -3.051  -2.132
C  2.061  -3.125  -2.991
C  3.419  -3.684  -2.683
H  4.098  -2.893  -2.332
O  3.883  -4.245  -3.896
C  3.352  -3.507  -4.981
C  4.427  -2.591  -5.628
C  3.764  -1.521  -6.469
C  2.648  -0.935  -6.056
C  1.958  -1.300  -4.769
C  2.573  -0.394  -3.721
O  3.603  -0.611  -3.122
O  1.889  0.731  -3.614
H  0.898  -1.050  -4.847
C  2.051  -2.815  -4.476
O  0.924  -3.358  -5.145
H  0.853  -4.294  -4.926
H  2.191  -0.140  -6.627
C  4.466  -1.150  -7.734
H  5.501  -0.893  -7.511
H  3.982  -0.308  -8.221
H  4.475  -1.998  -8.418
O  5.336  -2.045  -4.710
H  4.849  -1.524  -4.049
H  5.051  -3.227  -6.267
H  3.064  -4.234  -5.753
H  3.396  -4.485  -1.940
H  1.234  -3.342  -1.110
H  -0.425  -2.338  -3.505
H  -2.319  -2.345  -2.174
C  -1.035  -4.472  0.052
H  -1.348  -4.745  1.056
H  -1.451  -5.185  -0.657
H  0.047  -4.533  0.007
H  -2.619  -3.066  -0.033
O  -1.006  -2.444  1.993
C  -0.081  -1.884  2.851
O  -0.320  -0.499  2.965
C  0.604  0.152  3.803
C  0.307  1.642  3.727
H  -0.675  1.831  4.150
H  1.059  2.208  4.270
H  0.299  1.951  2.686
C  0.541  -0.401  5.242
H  1.329  0.079  5.839
O  -0.723  -0.096  5.809
C  -0.774  -0.113  7.212
C  -2.231  0.143  7.605
H  -2.353  -0.029  8.675
H  -2.862  -0.548  7.049
C  -2.588  1.595  7.280
O  -3.872  1.984  7.731
C  -4.943  1.461  6.982
H  -5.050  0.381  7.122
H  -4.815  1.670  5.914
H  -5.839  1.960  7.347
H  -2.517  1.746  6.191
C  -1.587  2.524  7.980
O  -1.833  3.866  7.647
H  -2.784  4.005  7.749
H  -1.685  2.377  9.068
C  -0.161  2.164  7.544
C  0.873  2.987  8.296
H  1.869  2.768  7.922
H  0.835  2.743  9.354
H  0.651  4.041  8.158
H  -0.085  2.361  6.467
O  0.113  0.790  7.804
H  -0.449  -1.091  7.604
C  0.782  -1.929  5.194
C  -0.205  -2.563  4.215
H  -0.001  -3.627  4.108
H  -1.221  -2.414  4.578
O  2.096  -2.229  4.770
C  3.069  -2.184  5.786
H  4.004  -2.489  5.320
H  2.822  -2.878  6.598
H  3.184  -1.179  6.205
H  0.619  -2.355  6.197
H  1.627  -0.054  3.437
H  0.954  -2.028  2.465
H  -1.662  1.230  -0.409
H  -0.059  0.332  -2.192
H  0.806  -0.517  -0.907
H  1.003  1.732  0.285
H  2.997  2.340  -0.860
H  2.848  0.591  -1.084
H  3.531  1.856  -3.140
H  2.327  3.919  -2.789
H  1.671  3.190  -4.274
H  -1.650  5.896  -3.328
C  -1.909  3.904  -5.461
H  -0.946  3.450  -5.679
H  -1.885  4.943  -5.786
H  -2.683  3.392  -6.024
H  -3.231  4.081  -3.768
H  -2.117  2.612  -2.226

| no. | Kohn-Sham gap (eV) | HOMO level (eV) |
| --- | --- | --- |
| 1 | 3.4608 | -8.49 |
| 2 | 8.7679 | -11.97 |
| 3 | 7.4918 | -10.05 |
| 4 | 9.0145 | -8.43 |